{"formula": "C57H43As2Cl3N6ORbS", "method": "the ωB97M-V functional and the def2-TZVPD basis", "elements": ["Rb", "C", "C", "C", "C", "N", "C", "N", "C", "N", "C", "N", "C", "C", "C", "C", "C", "N", "C", "C", "C", "C", "C", "C", "H", "H", "H", "H", "H", "H", "H", "H", "H", "H", "H", "H", "Cl", "C", "C", "C", "Cl", "C", "O", "C", "Cl", "C", "H", "H", "C", "C", "As", "C", "C", "C", "C", "C", "C", "C", "C", "C", "C", "C", "C", "As", "C", "C", "C", "C", "C", "C", "C", "C", "C", "C", "C", "C", "H", "H", "H", "H", "H", "H", "H", "H", "H", "H", "H", "H", "H", "H", "H", "H", "H", "H", "H", "H", "H", "H", "H", "H", "S", "C", "N", "C", "C", "C", "C", "C", "C", "H", "H", "H", "H", "H"], "positions_angstrom": [[0.507, -1.126, 0.436], [-2.050, -3.470, 0.942], [-1.500, -3.346, 2.210], [-1.652, -2.165, 2.853], [-2.242, -1.072, 2.227], [-2.950, -1.258, 1.077], [-2.814, -2.408, 0.464], [-2.310, 0.196, 2.778], [-1.306, 0.929, 3.006], [0.021, 0.729, 2.691], [0.729, 1.740, 3.319], [1.950, 2.269, 3.206], [2.895, 1.673, 2.421], [3.808, 2.522, 1.791], [4.833, 1.978, 1.019], [4.871, 0.592, 0.886], [3.914, -0.166, 1.526], [2.991, 0.369, 2.270], [-0.241, 2.599, 4.000], [-0.029, 3.753, 4.787], [-1.144, 4.355, 5.229], [-2.415, 4.014, 4.763], [-2.628, 2.934, 3.976], [-1.510, 2.179, 3.705], [-1.880, -4.412, 0.361], [-0.982, -4.069, 2.690], [-1.091, -1.981, 3.788], [-3.496, -2.611, -0.398], [3.688, 3.556, 1.954], [5.537, 2.544, 0.411], [5.505, 0.104, 0.194], [3.862, -1.313, 1.410], [0.912, 4.147, 5.014], [-1.016, 5.100, 6.000], [-3.224, 4.554, 5.247], [-3.604, 2.615, 3.672], [3.854, -7.036, -4.219], [3.150, -5.627, -3.491], [1.807, -5.303, -3.768], [1.276, -4.158, -3.197], [-0.346, -3.725, -3.613], [2.052, -3.288, -2.246], [1.559, -2.250, -1.726], [3.368, -3.738, -2.033], [4.430, -2.885, -0.875], [3.929, -4.833, -2.688], [1.187, -5.971, -4.365], [4.971, -5.059, -2.476], [-0.109, 1.180, -3.619], [-1.584, 1.420, -3.413], [-2.369, 0.596, -1.675], [-3.620, -0.580, -2.589], [-3.146, -1.618, -3.424], [-4.004, -2.499, -4.031], [-5.386, -2.412, -3.774], [-5.868, -1.394, -2.957], [-5.004, -0.457, -2.419], [-3.673, 2.076, -1.307], [-4.316, 2.639, -2.412], [-5.015, 3.821, -2.267], [-5.126, 4.412, -1.028], [-4.425, 3.902, 0.068], [-3.742, 2.702, -0.091], [0.936, 1.359, -1.881], [0.419, 3.151, -1.272], [0.052, 3.086, 0.084], [-0.124, 4.260, 0.802], [-0.154, 5.470, 0.053], [-0.121, 5.500, -1.307], [0.308, 4.350, -1.945], [2.699, 1.596, -2.604], [3.426, 2.764, -2.633], [4.800, 2.731, -2.926], [5.400, 1.507, -3.306], [4.640, 0.363, -3.317], [3.279, 0.370, -2.949], [0.237, 1.890, -4.349], [0.072, 0.157, -3.999], [-2.173, 1.144, -4.285], [-1.739, 2.502, -3.237], [-2.041, -1.714, -3.505], [-3.621, -3.345, -4.529], [-6.076, -3.172, -4.090], [-6.917, -1.358, -2.733], [-5.522, 0.286, -1.765], [-4.186, 2.217, -3.332], [-5.535, 4.288, -3.103], [-5.645, 5.369, -1.066], [-4.426, 4.431, 1.023], [-3.192, 2.347, 0.727], [0.165, 2.208, 0.713], [-0.178, 4.359, 1.898], [-0.323, 6.427, 0.607], [-0.254, 6.419, -1.912], [0.494, 4.378, -3.049], [2.894, 3.746, -2.474], [5.386, 3.649, -2.819], [6.451, 1.448, -3.609], [5.116, -0.544, -3.640], [2.793, -0.604, -2.950], [1.966, -2.352, 3.635], [1.094, -2.467, 5.104], [0.735, -3.628, 5.563], [1.157, -4.608, 4.640], [0.987, -6.008, 4.855], [1.585, -6.845, 3.943], [2.338, -6.363, 2.873], [2.501, -4.983, 2.679], [1.894, -4.115, 3.573], [0.862, -1.547, 5.698], [0.491, -6.409, 5.774], [1.408, -7.939, 3.977], [2.692, -7.119, 2.167], [3.160, -4.624, 1.909]], "forces_ev_per_a": [[0.0, 0.0, 0.2], [0.4, -1.4, -0.5], [-1.5, 1.4, -1.9], [1.3, 1.8, 1.5], [-1.0, 0.1, -0.8], [0.6, 1.0, 0.8], [-1.0, -1.6, -0.8], [-1.3, -1.2, -0.5], [0.8, -0.4, -0.5], [1.1, 0.0, 0.5], [0.5, 0.6, -1.3], [-2.2, -1.2, 0.5], [0.8, 0.5, -0.4], [1.1, -0.7, -0.5], [-0.7, -0.4, -0.1], [-0.4, 0.1, -0.1], [0.5, -1.8, -0.6], [-1.6, -1.0, 1.0], [0.4, 1.8, 1.5], [-0.2, -2.1, -1.5], [-1.0, 1.1, 0.7], [-0.4, 1.2, 1.9], [-0.1, -0.9, -0.1], [0.8, 0.5, -0.2], [-0.5, 1.1, 0.5], [1.6, -2.5, 1.1], [-0.7, -0.2, -0.4], [0.9, 0.5, 0.4], [0.0, 1.1, 0.0], [-0.2, 0.3, 0.4], [0.9, -0.3, -0.5], [0.3, 1.8, 0.1], [1.5, 0.1, 0.3], [-0.3, 0.5, -0.1], [-0.2, 0.0, -0.5], [-0.4, -0.1, -0.2], [0.1, -0.3, -0.2], [-0.5, 0.2, -0.3], [0.3, 0.2, 0.6], [1.6, 0.1, 0.7], [-0.1, 0.2, 0.2], [-1.2, -0.4, -1.1], [-0.2, -0.1, 0.0], [0.7, -0.3, -0.1], [-0.7, -0.2, -0.6], [0.0, 0.3, 0.7], [0.2, 0.3, 0.0], [-0.2, -0.2, -0.2], [0.2, -0.8, 0.7], [-0.6, 0.7, 1.3], [-0.2, 0.7, -0.7], [-0.8, -0.2, -0.4], [1.1, 1.1, 0.9], [-1.4, 0.1, 0.9], [0.6, 0.3, 0.5], [0.5, -0.6, -0.8], [-0.5, 0.3, 1.0], [0.7, -0.6, -1.3], [0.0, 1.1, 2.3], [-0.5, -0.5, -0.4], [0.5, 0.9, 0.1], [-0.9, 0.3, -0.4], [-0.2, 0.9, 0.0], [-0.8, 0.3, -0.9], [-0.5, -1.1, 0.6], [1.1, 0.8, 1.1], [0.1, 1.8, -0.9], [-1.2, 0.7, 2.5], [0.9, 0.5, -1.2], [-0.2, -0.5, -2.0], [-0.4, -1.2, -0.1], [0.5, 1.4, -0.1], [-0.2, -0.4, -0.1], [0.1, 1.4, 0.3], [-0.9, -0.2, -0.1], [1.8, 0.3, -0.4], [0.5, 0.3, -0.3], [0.1, 0.4, 0.2], [-0.1, -0.2, 0.0], [0.0, -0.4, -0.1], [-0.9, -0.1, -0.2], [0.4, -0.7, -0.8], [0.0, -0.2, -0.4], [-0.4, 0.1, 0.1], [1.1, -0.4, -0.5], [0.1, -1.1, -2.4], [0.2, -0.2, 0.0], [0.0, -0.1, 0.8], [0.0, -0.2, -0.2], [0.7, -0.7, 1.1], [-0.2, -0.4, -0.5], [-0.1, -0.5, -0.7], [0.1, -0.9, -0.5], [0.1, -0.5, 0.7], [-0.1, -0.1, 1.0], [0.8, -1.2, 0.2], [-0.1, -0.3, -0.3], [-0.4, 0.2, 0.3], [0.0, -0.4, 0.0], [-0.4, 0.4, 0.3], [0.2, -1.0, -0.2], [-0.8, 0.8, 1.8], [0.3, 0.2, -1.1], [-0.4, -0.7, 1.7], [0.1, 0.8, 0.6], [-0.6, -1.1, -0.1], [-0.2, 0.6, -0.5], [0.3, -1.2, -0.1], [0.1, 0.3, -0.3], [0.3, -0.8, -0.8], [0.3, 0.6, -1.1], [0.3, 0.8, 0.3], [0.3, 0.6, 0.1], [0.0, 0.1, -0.4]], "total_charge": -1, "e_tot_ev": -241532.205, "e_lumo_ev": 2.1}

---

{"formula": "C57H44N5", "method": "the ωB97M-V functional and the def2-TZVPD basis", "elements": ["C", "C", "C", "C", "N", "C", "N", "C", "C", "C", "C", "C", "C", "C", "C", "C", "C", "C", "C", "C", "N", "C", "C", "H", "H", "H", "H", "H", "H", "H", "H", "H", "H", "H", "H", "H", "H", "H", "C", "C", "C", "C", "N", "C", "C", "C", "C", "C", "C", "C", "C", "C", "C", "C", "C", "C", "C", "C", "N", "C", "C", "C", "C", "C", "C", "C", "C", "C", "C", "C", "C", "C", "C", "C", "C", "C", "C", "H", "H", "H", "H", "H", "H", "H", "H", "H", "H", "H", "H", "H", "H", "H", "H", "H", "H", "H", "H", "H", "H", "H", "H", "H", "H", "H", "H", "H"], "positions_angstrom": [[-0.363, 4.991, -5.593], [-0.991, 4.366, -4.501], [-0.220, 3.716, -3.528], [1.173, 3.753, -3.633], [2.008, 3.096, -2.728], [1.734, 2.304, -1.686], [2.967, 2.098, -1.107], [3.196, 1.193, -0.032], [2.077, 0.893, 0.722], [2.093, -0.168, 1.624], [3.293, -0.846, 1.850], [4.440, -0.509, 1.124], [4.398, 0.521, 0.169], [3.931, 2.836, -1.828], [5.279, 3.193, -1.398], [6.222, 3.537, -2.391], [7.503, 3.943, -2.024], [7.855, 4.049, -0.669], [6.888, 3.812, 0.316], [5.603, 3.408, -0.038], [3.351, 3.358, -2.879], [1.807, 4.444, -4.657], [1.036, 5.015, -5.675], [-0.969, 5.441, -6.387], [-2.083, 4.369, -4.435], [-0.650, 3.169, -2.694], [1.191, 1.476, 0.497], [1.172, -0.463, 2.118], [3.327, -1.647, 2.590], [5.373, -1.051, 1.282], [5.286, 0.804, -0.398], [5.939, 3.489, -3.441], [8.244, 4.198, -2.782], [8.875, 4.325, -0.377], [7.131, 3.950, 1.368], [4.838, 3.274, 0.726], [2.892, 4.494, -4.653], [1.533, 5.462, -6.531], [4.065, -6.160, 2.200], [4.359, -6.011, 0.844], [3.339, -5.734, -0.067], [2.024, -5.628, 0.388], [0.965, -5.407, -0.537], [0.180, -6.530, -0.938], [-0.792, -7.084, -0.104], [-1.507, -8.212, -0.525], [-1.227, -8.798, -1.761], [-0.217, -8.274, -2.573], [0.483, -7.140, -2.167], [0.572, -4.085, -0.767], [1.546, -3.128, -1.116], [1.189, -1.803, -1.249], [-0.103, -1.337, -0.854], [-0.377, 0.050, -0.760], [-1.490, 0.621, -0.083], [-2.015, 1.880, -0.490], [-3.074, 2.471, 0.167], [-3.747, 1.761, 1.178], [-4.826, 2.392, 1.824], [-6.045, 1.709, 2.102], [-6.177, 0.896, 3.227], [-7.408, 0.289, 3.499], [-8.495, 0.501, 2.649], [-8.364, 1.332, 1.534], [-7.139, 1.932, 1.253], [-4.511, 3.553, 2.585], [-4.907, 4.813, 2.129], [-4.611, 5.945, 2.889], [-3.957, 5.817, 4.115], [-3.556, 4.557, 4.565], [-3.798, 3.427, 3.782], [-3.262, 0.522, 1.606], [-2.095, 0.014, 1.057], [-1.079, -2.339, -0.560], [-0.759, -3.684, -0.561], [1.729, -5.741, 1.750], [2.751, -6.024, 2.655], [4.860, -6.383, 2.907], [5.382, -6.111, 0.485], [3.534, -5.618, -1.134], [-0.971, -6.635, 0.876], [-2.279, -8.629, 0.123], [-1.797, -9.663, -2.094], [0.029, -8.746, -3.524], [1.288, -6.719, -2.771], [2.571, -3.470, -1.284], [1.931, -1.069, -1.578], [0.315, 0.748, -1.234], [-1.575, 2.359, -1.361], [-3.434, 3.469, -0.094], [-5.316, 0.758, 3.884], [-7.504, -0.345, 4.379], [-9.447, 0.019, 2.859], [-9.215, 1.517, 0.880], [-7.004, 2.592, 0.395], [-5.438, 4.879, 1.178], [-4.895, 6.928, 2.517], [-3.746, 6.699, 4.717], [-3.047, 4.442, 5.520], [-3.466, 2.434, 4.094], [-3.780, -0.011, 2.405], [-1.629, -0.866, 1.500], [-2.096, -2.033, -0.315], [-1.515, -4.438, -0.323], [0.691, -5.625, 2.072], [2.510, -6.139, 3.710]], "forces_ev_per_a": [[0.1, -0.2, 0.2], [0.4, -0.1, -0.1], [0.2, 0.2, -0.3], [-0.9, 0.4, -0.9], [1.7, -0.9, 1.1], [-0.3, -0.2, 0.1], [0.7, 1.3, -1.0], [-0.3, -0.3, 0.0], [-0.3, -0.4, 0.3], [0.5, 0.4, -0.1], [-0.1, -0.2, -0.1], [-0.2, 0.5, -0.1], [0.1, -0.3, 0.1], [-1.6, -0.2, -0.4], [1.1, 0.7, 0.0], [0.0, -0.2, 0.5], [0.1, 0.1, 0.5], [-0.3, -0.1, -0.1], [0.1, 0.0, -0.3], [-0.1, -0.2, -0.7], [0.8, 0.3, 1.4], [-0.4, 0.2, -0.8], [-0.3, -0.2, 0.5], [0.3, -0.2, 0.4], [0.4, -0.1, 0.0], [0.0, 0.3, -0.3], [0.0, -0.1, 0.4], [0.2, 0.1, 0.1], [0.0, 0.2, -0.3], [-0.3, 0.2, 0.0], [-0.3, -0.3, 0.1], [0.1, -0.1, 0.3], [-0.3, -0.1, 0.1], [-0.5, 0.0, -0.2], [0.0, 0.0, -0.2], [0.3, -0.1, -0.1], [-0.4, 0.0, -0.3], [-0.1, 0.1, 0.2], [-0.1, 0.0, -0.1], [-0.1, 0.1, 0.0], [-0.1, -0.2, 0.3], [0.8, 0.0, 0.3], [-0.4, 1.0, -0.4], [-0.3, -0.7, -0.2], [-0.1, -0.1, -0.2], [0.2, 0.2, 0.0], [0.1, 0.2, 0.1], [-0.1, 0.1, 0.1], [-0.1, 0.2, 0.3], [0.2, -0.7, 0.5], [0.1, 0.5, -0.1], [0.4, 0.1, 0.3], [-0.3, -0.1, 0.0], [-0.3, -1.1, -0.1], [-0.4, 0.2, 0.7], [0.3, 0.1, 0.1], [0.2, -0.2, -0.1], [-0.2, 0.6, 0.4], [0.4, -0.3, -0.7], [-0.5, -0.2, 0.1], [-0.3, 0.0, -0.1], [0.2, 0.1, -0.1], [0.2, 0.1, 0.0], [0.2, -0.1, 0.1], [0.2, -0.1, 0.3], [0.2, 0.8, 0.2], [0.1, -0.1, 0.2], [0.0, -0.1, 0.0], [0.0, -0.2, -0.1], [0.0, -0.1, -0.2], [-0.2, 0.2, -0.1], [0.4, -0.5, -0.1], [-0.4, -0.2, -0.4], [0.0, -0.2, 0.1], [-0.6, 0.3, -0.1], [0.1, -0.1, -0.2], [-0.1, 0.1, -0.2], [-0.1, 0.0, -0.1], [-0.2, 0.0, 0.1], [0.0, -0.1, 0.3], [-0.1, -0.2, -0.3], [0.2, 0.1, -0.2], [0.2, 0.1, 0.1], [-0.1, 0.1, 0.2], [-0.3, -0.1, 0.1], [-0.4, 0.3, 0.0], [-0.2, -0.2, 0.2], [-0.1, 0.1, -0.3], [-0.1, 0.0, 0.4], [0.1, -0.4, -0.1], [-0.4, 0.0, -0.1], [-0.1, 0.1, -0.2], [0.2, 0.1, 0.0], [0.2, -0.1, 0.2], [-0.1, -0.2, 0.2], [0.1, 0.1, 0.3], [0.0, -0.2, 0.1], [-0.1, -0.2, -0.1], [-0.1, 0.1, -0.2], [-0.1, 0.3, 0.0], [0.3, 0.2, -0.2], [-0.2, 0.2, -0.1], [0.3, -0.2, -0.2], [0.3, 0.3, -0.2], [0.4, -0.1, 0.0], [0.1, 0.0, -0.2]], "total_charge": 1, "e_tot_ev": -67265.651, "e_lumo_ev": -4.4}

---

How do the records compare in orbital gap? In the order shown, they have 7.025, 5.977 eV.
How do the records compare in relative energy (zero: lowest compared OMol25 entry of this formula, charge and spin)? In the order shown, they have 76.5, 0.0 kJ/mol.